#one
ORCA calculation (wB97M-V/def2-TZVPD) on a cluster of 2 separate species, H2OS2 in total.

ORCA input file:
```
! wB97M-V def2-TZVPD RIJCOSX def2/J DEFGRID3
* xyz 0 1
H -1.4106 -1.2123 0.0964
O 1.0955 0.9459 -0.2048
H -0.4065 0.3731 0.6178
S 2.0830 -0.1808 -0.2342
S -1.3615 0.0740 -0.2751
*
```

For the molecular weight, the calculation gives 82.1 g mol⁻¹. The orbital gap is 6.4 eV. For the HOMO energy, the calculation gives -9.0 eV. As for the SMILES: O=S.S.

#two
ORCA calculation (wB97M-V/def2-TZVPD) on a cluster of 2 separate species, H2OS2 in total.

ORCA input file:
```
! wB97M-V def2-TZVPD RIJCOSX def2/J DEFGRID3
* xyz 0 1
H 1.6178 0.5766 1.2285
S 0.5595 0.4416 0.4631
H 0.1795 1.2940 1.3731
O -0.5151 -0.8178 -1.3859
S -1.8416 -1.4944 -1.6787
*
```

For the molecular weight, the calculation gives 82.1 g mol⁻¹. The orbital gap (alpha / beta) is 7.5 / 7.6 eV. For the HOMO energy (alpha / beta), the calculation gives -9.3 / -9.4 eV. As for the SMILES: O=S.S.

Stability summary: most stable #two, least stable #one.

#one
ORCA calculation (wB97M-V/def2-TZVPD) on a cluster of 4 separate species, C2H12NO4 in total.

ORCA input file:
```
! wB97M-V def2-TZVPD RIJCOSX def2/J DEFGRID3
* xyz 0 2
H 1.7778 -0.4728 -1.2733
H -0.4753 0.3028 -1.8312
H 0.5383 -0.9627 0.0995
H -0.0595 0.6026 2.0395
H 2.1775 1.1464 -0.9949
H 1.6509 2.6143 -0.8348
C 0.5123 -0.3346 2.0377
O -2.0642 -0.4224 0.6546
N 0.1361 -1.3861 0.9928
H -1.5036 -1.6501 2.2218
O 2.4319 2.1054 -1.0573
H 1.5538 -0.0103 1.7987
O 1.0136 0.0343 -0.9444
H 0.5687 -0.7519 3.0181
H -1.5635 0.3991 0.6923
O -1.1882 0.8242 -2.2663
H -1.5500 -2.3177 0.4257
C -1.3487 -1.5163 1.1596
H -0.6252 1.5802 -2.5128
*
```

For the molecular weight, the calculation gives 114.1 g mol⁻¹. The orbital gap (alpha / beta) is 11.2 / 6.3 eV. For the HOMO energy (alpha / beta), the calculation gives -10.7 / -10.1 eV.

#two
ORCA calculation (wB97M-V/def2-TZVPD) on a cluster of 4 separate species, C2H12NO4 in total.

ORCA input file:
```
! wB97M-V def2-TZVPD RIJCOSX def2/J DEFGRID3
* xyz 0 2
O 2.8945 2.0356 -2.3994
O 0.3994 1.7790 0.6400
H -1.9614 -1.4258 0.6156
H -0.9021 1.4703 2.1301
H 0.1177 1.3178 -0.1943
H -0.7083 -2.1691 1.6864
N 0.0215 -1.6179 -0.1334
H -0.9079 -1.3752 -2.0146
H -0.8719 0.3053 3.0925
H -1.2637 -3.1563 0.4124
C -0.2531 -0.8034 -1.3053
H 0.6790 -1.1110 0.4465
H -0.0207 2.6482 0.5071
H 1.9381 2.1240 -2.3362
H 0.7042 -0.9214 -1.8703
O -0.7296 0.4297 -1.2350
O -1.0983 1.2451 3.0600
C -1.1254 -2.1093 0.6875
H 3.0881 1.3343 -1.7896
*
```

For the molecular weight, the calculation gives 114.1 g mol⁻¹. The orbital gap (alpha / beta) is 10.6 / 7.0 eV. For the HOMO energy (alpha / beta), the calculation gives -10.1 / -10.0 eV.

Stability summary: most stable #two, least stable #one.